DFT (ωB97M-V/def2-TZVPD) results for a structure of composition C10H9F6N5O4S3V.

Geometry as XYZ:
```
38
Properties=species:S:1:pos:R:3:forces:R:3
V -0.04383 -0.01477 0.72825 0.55 0.01 0.38
C 4.18860 0.01331 -0.50935 -0.03 -0.01 -0.08
C 2.70053 -0.04805 -0.38387 -0.01 0.11 0.40
N 2.06771 0.11529 0.73689 0.07 0.05 -0.24
N 2.80203 0.34425 1.85581 -0.11 -0.01 -0.09
C 2.07800 0.34958 2.96125 0.03 -0.03 0.00
N 2.76958 0.60073 4.08904 -0.04 0.00 0.04
S 0.38075 0.04777 3.13941 -0.02 0.00 -0.06
C 1.85449 -0.32418 -1.55243 -0.14 -0.08 -0.05
C 2.38654 -0.60973 -2.80435 0.04 0.08 0.05
C 1.53285 -0.88543 -3.85806 -0.06 -0.01 0.00
C 0.16468 -0.88346 -3.63989 0.07 0.00 -0.03
C -0.29450 -0.60800 -2.36439 -0.02 0.00 0.01
N 0.52026 -0.33171 -1.34628 -0.16 -0.02 -0.06
H 4.61514 0.35802 0.42551 0.01 0.01 0.01
H 4.48057 0.69015 -1.31449 -0.01 0.00 0.01
H 4.60098 -0.97250 -0.73930 -0.02 0.00 0.00
H 3.76448 0.73003 4.03989 0.00 0.00 -0.01
H 2.29930 0.57178 4.97365 0.02 0.01 0.01
H 3.45778 -0.61505 -2.94154 -0.01 0.00 -0.02
H 1.93261 -1.10575 -4.83905 0.00 0.00 0.00
H -0.53633 -1.09662 -4.43353 -0.01 0.00 0.01
H -1.35518 -0.61578 -2.14443 0.01 0.00 0.01
F -4.10314 -3.06086 1.51650 -0.01 0.01 0.02
C -3.84169 -1.82222 1.92051 0.00 0.03 0.00
F -3.20869 -1.85777 3.08228 -0.02 -0.01 -0.01
F -4.97857 -1.14902 2.04930 0.03 -0.04 0.02
S -2.79724 -1.00815 0.64344 0.27 -0.05 -0.19
O -1.54308 -1.75551 0.63421 -0.23 -0.09 -0.04
O -3.55348 -0.98578 -0.56709 -0.08 0.00 0.03
N -2.50039 0.36604 1.32044 -0.36 0.03 0.11
S -2.31456 1.85730 0.87814 0.64 -0.01 -0.39
O -0.92085 1.97961 0.41946 -0.27 0.02 0.09
O -2.80404 2.78672 1.82954 -0.02 -0.03 0.04
C -3.27920 2.16495 -0.67184 -0.14 0.06 0.07
F -3.20829 3.46450 -0.93405 -0.02 0.01 0.00
F -2.76762 1.49591 -1.69848 0.07 -0.06 -0.04
F -4.54619 1.81439 -0.50108 0.00 0.03 0.01
```
Positions in Å, forces in eV/Å.

Computed properties:
- LUMO energy (spin up / spin down): -0.626 / -0.798 eV
- Spin multiplicity: 4
- HOMO energy (spin up / spin down): -7.674 / -8.212 eV
- Relative energy (zero: lowest compared OMol25 entry of this formula, charge and spin): 0.000 eV
- Orbital gap (spin up / spin down): 0.2590 / 0.2725 Eh